ORCA calculation (ωB97M-V/def2-TZVPD) on a structure of composition C35H45BrCdN4P2 in a non-equilibrium geometry.

XYZ file:
```
88
Properties=species:S:1:pos:R:3:forces:R:3
C -0.5934 6.2813 -5.9118 0.1 -0.5 0.7
C -0.8308 4.9952 -6.4724 0.2 0.5 -1.6
C -1.0650 4.9443 -7.8616 -0.1 0.0 0.0
C -1.1107 6.1286 -8.6022 0.0 0.0 0.6
N -0.9176 7.3223 -8.0349 -0.1 -0.1 -0.6
C -0.6561 7.4082 -6.7369 -0.1 -0.6 -0.1
C -0.8639 3.7519 -5.7160 -0.4 -1.1 3.3
C -1.0263 3.2116 -4.5558 0.0 4.2 0.0
C -1.2338 3.0385 -3.1377 0.0 -0.3 -1.5
C -0.1443 2.9299 -2.2396 0.0 -0.7 0.1
C -0.2617 2.0785 -1.1620 0.5 0.6 0.1
C -1.4052 1.2493 -1.1102 -0.2 1.0 -1.2
C -2.6317 1.7408 -1.6389 0.4 0.7 -0.3
C -2.5249 2.6614 -2.6786 -0.5 -0.9 0.0
Cd -0.7835 1.3572 -5.6157 -0.2 -1.4 -0.5
P 2.3510 -1.0727 -1.4678 0.3 0.7 0.5
H -1.2368 3.9943 -8.3715 0.1 0.3 0.2
H -0.3701 6.4342 -4.8467 -0.1 -0.3 -0.5
H -1.3229 6.1101 -9.6766 0.1 0.0 0.4
H -0.5047 8.4190 -6.3481 0.0 -0.4 0.0
H -3.4023 2.9785 -3.2571 0.3 -0.3 0.3
H 0.8089 3.3981 -2.4659 -0.1 0.0 0.1
H -3.5934 1.3622 -1.2862 0.3 -0.1 -0.3
H 0.5262 2.0190 -0.4042 -0.2 -0.5 -0.6
C 2.6807 -2.6569 -0.5526 -0.7 -0.2 0.0
C 3.5407 -3.7692 -1.1456 0.0 -0.1 0.2
H 1.6459 -3.0287 -0.4106 0.6 -0.2 0.3
H 3.0679 -2.3754 0.4437 -0.2 0.0 -0.4
H 3.7099 -4.5228 -0.3632 0.0 0.1 -0.3
H 3.0314 -4.2756 -1.9750 0.2 0.2 0.1
H 4.5203 -3.4079 -1.4790 -0.2 -0.1 0.0
C 3.0186 -1.2139 -3.1948 -0.2 -0.5 0.0
C 3.7166 0.0183 -3.7722 0.0 -0.1 -0.1
H 2.0901 -1.3973 -3.7707 0.5 -0.1 0.0
H 3.6419 -2.1100 -3.2917 0.0 0.2 -0.1
H 3.6192 0.0049 -4.8661 0.2 0.1 0.2
H 3.2646 0.9494 -3.4059 0.1 -0.1 0.0
H 4.7860 0.0240 -3.5272 -0.3 0.1 -0.1
C 3.5242 0.0391 -0.5450 -0.3 -0.1 -0.3
C 5.0013 -0.3424 -0.5321 0.2 0.2 0.2
H 3.1329 0.0331 0.4889 0.1 0.2 -0.4
H 3.3728 1.0532 -0.9529 0.1 -0.2 0.2
H 5.5783 0.5174 -0.1688 0.1 -0.3 -0.1
H 5.1929 -1.1699 0.1629 0.0 0.1 -0.3
H 5.3869 -0.6142 -1.5217 -0.1 0.0 0.2
Br -1.1736 -0.5476 -1.0074 0.0 -0.4 0.9
P -2.4648 -2.7139 -3.6715 0.0 -0.5 0.7
C -0.7635 -3.2056 -3.1570 0.3 -0.2 0.0
C -0.4101 -4.5866 -3.7403 0.1 -0.2 -0.1
H -0.7170 -3.2459 -2.0573 0.0 0.1 -0.3
H -0.0296 -2.4522 -3.4864 -0.3 -0.1 0.1
H 0.6733 -4.7574 -3.7497 -0.2 0.1 0.1
H -0.8679 -5.3836 -3.1389 0.1 0.2 -0.3
H -0.7723 -4.6911 -4.7737 0.1 0.0 0.3
C -3.4304 -2.3424 -2.1578 -0.1 0.0 0.3
C -4.6389 -3.2795 -2.0219 -0.1 0.0 -0.1
H -3.7569 -1.2919 -2.1780 0.1 -0.3 0.0
H -2.7710 -2.4597 -1.2878 -0.4 -0.1 -0.3
H -5.0392 -3.2284 -1.0070 0.1 0.0 -0.1
H -5.4449 -2.9945 -2.7049 0.2 -0.1 0.0
H -4.3569 -4.3150 -2.2316 -0.1 0.1 0.1
C -2.3419 -1.2211 -4.6977 -0.7 0.4 -1.0
C -2.7027 -1.6681 -6.1323 0.2 -0.1 -0.5
H -1.3057 -0.8466 -4.5849 0.7 0.3 -0.1
H -3.0274 -0.4484 -4.3303 -0.1 -0.1 0.1
H -2.9286 -0.8357 -6.8121 0.1 0.1 0.1
H -1.8872 -2.2635 -6.5864 -0.4 0.2 0.3
H -3.6041 -2.3107 -6.1179 0.5 0.4 0.0
N 1.2215 1.5704 10.0861 -0.8 -0.1 -2.6
C 0.8801 1.5080 8.9667 0.9 0.2 2.8
C 0.4625 1.4051 7.6011 -0.1 -0.1 -0.5
C -0.6787 2.0893 7.1619 -0.2 -0.1 -0.4
C -1.0915 1.9831 5.8299 0.6 -0.3 0.5
C -0.3532 1.1682 4.9554 0.3 0.4 1.6
C 0.7741 0.4594 5.3897 -0.2 0.3 0.5
C 1.1952 0.5995 6.7142 -0.2 -0.1 -0.3
N -0.6887 1.1663 3.6116 -0.5 -0.3 -1.4
C -1.7528 1.8448 3.0346 0.6 0.0 -0.4
C -1.5617 1.7606 1.6842 0.5 -0.4 1.5
N -0.4288 1.0057 1.4372 0.2 -0.1 -0.4
C 0.0767 0.6440 2.5853 -1.3 1.0 0.4
H -1.2486 2.7131 7.8535 0.3 -0.2 -0.2
H -1.9563 2.5441 5.4728 0.4 -0.2 0.3
H 1.3199 -0.1779 4.6915 -0.1 0.2 0.5
H 2.0950 0.0841 7.0582 -0.4 0.2 -0.1
H -2.5175 2.3783 3.5801 0.2 -0.2 0.0
H -2.1750 2.2411 0.9478 0.0 -0.1 -0.2
H 0.9608 0.0471 2.7683 -0.2 0.2 -0.3
```
Positions in Å, forces in eV/Å.

Properties
HOMO-LUMO gap (spin up / spin down) (eV): 3.00 / 3.00
Total charge: +2
Total energy (eV): -136146.3696
E_LUMO (spin up / spin down) (Eh): -0.34332 / -0.34335